A cluster of 2 separate species, C2H10NOS in total in a non-equilibrium geometry. Source: OMol25; level of theory: wB97M-V/def2-TZVPD.

The geometry in XYZ format:
```
15
Properties=species:S:1:pos:R:3
H -1.10795 -1.38324 1.44757
H 2.53851 0.92652 -1.99852
S 0.89125 -2.12800 0.27057
H 1.06310 -2.74902 1.46674
H 0.56582 0.59697 -0.42930
N -1.55796 1.11932 -0.12244
H -1.46817 -1.43082 -0.23768
H 0.02811 0.67697 1.23056
C -0.69172 -1.11308 0.44510
O 2.49780 0.76438 -1.05385
H 3.18997 0.33317 -0.57142
H -1.52914 1.36581 -1.11672
H -2.40324 0.60704 0.14923
C -0.30261 0.36057 0.21437
H -1.71377 2.05341 0.30579
```

Output
⟨S²⟩: 0.753
Highest occupied orbital energy (spin up / spin down), eV: -19.1 / -19.0
Energy above the lowest of the compared OMol25 structures with the same formula, charge and spin, kJ/mol: 109.2
Electronic energy, Ha: -609.6159
Multiplicity: 2
Net charge: +2

=====

A cluster of 2 separate species, C2H10NOS2 in total in a non-equilibrium geometry. Source: OMol25; level of theory: wB97M-V/def2-TZVPD.

The geometry in XYZ format:
```
16
Properties=species:S:1:pos:R:3
O -0.85935 0.90311 -2.31254
S 1.43022 -3.15326 -0.08331
C 1.05836 0.09581 0.14405
H -1.18581 0.85134 -0.37554
H 0.52199 0.90150 2.04783
H -1.40288 0.43424 -2.96934
H -0.30428 1.54985 -2.82682
H 1.76567 1.02586 0.09095
S 2.11309 -1.26300 0.54573
N -1.27061 0.87854 0.67078
H -0.20451 -0.70559 1.75988
H 0.86114 -3.88898 0.92805
H -2.01965 0.31430 1.09721
C 0.03022 0.21302 1.21788
H -1.34205 1.82082 1.01011
H 0.80845 0.02245 -0.94492
```

Output
⟨S²⟩: 0.756
Highest occupied orbital energy (spin up / spin down), eV: -19.2 / -18.8
Energy above the lowest of the compared OMol25 structures with the same formula, charge and spin, kJ/mol: 125.3
Electronic energy, Ha: -1007.8279
Multiplicity: 2
Net charge: +2

=====

A cluster of 2 separate species, C2H10NS in total in a non-equilibrium geometry. Source: OMol25; level of theory: wB97M-V/def2-TZVPD.

The geometry in XYZ format:
```
14
Properties=species:S:1:pos:R:3
H -1.30763 2.44109 1.37170
H 0.75954 -1.56652 0.00360
C -1.18724 1.40994 1.19319
H -1.02998 0.99400 2.16565
H 0.98364 1.52934 -2.25085
H 0.13960 -3.05980 0.32381
C 0.12900 1.40652 -1.56195
N 1.00039 -2.56968 0.41947
H -1.92685 0.86416 0.47512
S 0.40547 1.19490 0.30892
H 1.71130 -2.96930 -0.18315
H -0.40868 2.34675 -1.70589
H 1.16112 -2.56914 1.37692
H -0.42969 0.54774 -1.93657
```

Output
Highest occupied orbital energy, eV: -12.4
Energy above the lowest of the compared OMol25 structures with the same formula, charge and spin, kJ/mol: 113.0
Electronic energy, Ha: -534.8458
Net charge: +1

=====

A cluster of 4 separate species, C2H10O2S in total in a non-equilibrium geometry. Source: OMol25; level of theory: wB97M-V/def2-TZVPD.

The geometry in XYZ format:
```
15
Properties=species:S:1:pos:R:3
H -0.63545 2.14369 -0.96913
C -0.48791 0.08694 -0.52452
H -4.63172 -3.56579 -0.07957
H -0.90075 1.72005 0.87717
H 2.32051 0.37483 0.54952
H -4.61724 -4.30095 -0.01196
H 0.65632 1.84082 0.18460
H -0.44420 0.07673 -1.62818
H 3.59448 1.35213 -0.55320
H 0.48142 -0.39714 -0.15994
H 2.32989 -1.16097 1.26464
O 1.84872 -0.32309 1.26016
O 2.66821 1.33563 -0.28558
C -0.36831 1.58379 -0.07241
S -1.81397 -0.76668 0.14840
```

Output
Highest occupied orbital energy, eV: -8.5
Energy above the lowest of the compared OMol25 structures with the same formula, charge and spin, kJ/mol: 690.1
Electronic energy, Ha: -630.5941
Net charge: 0